Computed, not measured: a 2-piece molecular cluster, C25H35FN4O4S2 overall in a non-equilibrium geometry, with wB97M-V/def2-TZVPD.

Properties
gap between HOMO and LUMO	5.7656	eV
max |F|	2.9	eV Å⁻¹
highest occupied orbital energy	-5.6657	eV

Structure (ORCA input):
```
! wB97M-V def2-TZVPD RIJCOSX def2/J DEFGRID3
* xyz 0 1
C -2.38355 -0.87429 -2.62295
C -2.51657 0.28008 -1.64606
C -3.11358 1.49621 -2.31760
N -1.18672 0.70715 -1.19729
N -0.57532 1.61647 -1.93952
N 0.67894 1.71231 -1.42613
C 1.51388 2.76015 -2.07812
C 0.79737 4.08430 -1.91741
C 1.66297 2.39520 -3.54093
C 0.87321 0.85778 -0.39270
C 2.22193 0.75524 0.34642
C 2.20987 -0.37714 1.37814
C 2.50426 2.07102 1.08366
C 3.34355 0.42670 -0.64759
C -0.37358 0.19698 -0.17939
C -0.85955 -0.66386 0.80500
H -3.36911 -1.20620 -2.97258
H -1.80136 -0.54301 -3.49226
H -1.88224 -1.73155 -2.16503
H -3.07598 -0.02306 -0.75835
H -4.09039 1.28137 -2.76479
H -3.25198 2.31433 -1.60312
H -2.42699 1.84572 -3.09881
H 2.47788 2.76766 -1.56740
H 1.31439 4.87789 -2.47637
H -0.22745 3.98489 -2.29607
H 0.75283 4.38626 -0.86327
H 2.17362 3.20100 -4.08843
H 2.25006 1.47742 -3.66804
H 0.67011 2.23845 -3.97948
H 1.98379 -1.33807 0.90297
H 3.20168 -0.46192 1.85070
H 1.49017 -0.18307 2.18026
H 2.56364 2.92462 0.39473
H 1.71248 2.27613 1.82027
H 3.46222 2.00324 1.62196
H 3.45874 1.18356 -1.43514
H 4.29614 0.36256 -0.10303
H 3.15371 -0.54451 -1.12458
H -0.20350 -0.99444 1.59511
H -1.89544 -1.00072 0.75224
C 2.28746 -0.85787 6.26770
C 1.34550 -0.62714 7.27596
C 0.28800 0.25395 7.04447
C 0.19547 0.87113 5.79960
S -1.14193 2.01743 5.52934
N -2.36501 0.90386 4.73407
F -1.87598 0.70824 3.32910
S -3.90748 1.90833 4.65673
C -5.06834 0.68676 4.07394
C -5.20556 0.47034 2.70442
C -6.13907 -0.47365 2.27421
C -6.92074 -1.16080 3.20946
C -6.80355 -0.88969 4.57747
C -5.87222 0.04951 5.01946
O -4.30081 2.18789 6.01390
O -3.76422 2.93449 3.65667
O -1.64306 2.34529 6.83378
O -0.70949 3.00862 4.58074
C 1.15305 0.69637 4.80519
C 2.20886 -0.18609 5.04271
H 3.09403 -1.57128 6.43985
H 1.41879 -1.12304 8.24185
H -0.46075 0.47516 7.80345
H -4.58744 1.03778 2.01285
H -6.24874 -0.66456 1.20451
H -7.62935 -1.91388 2.87139
H -7.42828 -1.40004 5.31163
H -5.75810 0.30022 6.07011
H 1.05113 1.25640 3.87395
H 2.96223 -0.34165 4.26887
*
```

Löwdin charges, unit e, in atom order:
1 C -0.048
2 C -0.372
3 C -0.073
4 N -0.056
5 N 0.095
6 N -0.009
7 C -0.369
8 C -0.050
9 C -0.052
10 C -0.081
11 C -0.515
12 C -0.068
13 C -0.030
14 C -0.043
15 C -0.229
16 C -0.027
17 H 0.082
18 H 0.084
19 H 0.078
20 H 0.129
21 H 0.083
22 H 0.085
23 H 0.070
24 H 0.105
25 H 0.087
26 H 0.079
27 H 0.084
28 H 0.087
29 H 0.080
30 H 0.078
31 H 0.098
32 H 0.085
33 H 0.052
34 H 0.069
35 H 0.089
36 H 0.092
37 H 0.063
38 H 0.090
39 H 0.097
40 H 0.001
41 H 0.019
42 C -0.065
43 C -0.063
44 C -0.050
45 C -0.282
46 S 0.695
47 N -0.147
48 F -0.121
49 S 0.702
50 C -0.284
51 C -0.051
52 C -0.065
53 C -0.069
54 C -0.064
55 C -0.050
56 O -0.281
57 O -0.269
58 O -0.276
59 O -0.270
60 C -0.054
61 C -0.060
62 H 0.108
63 H 0.109
64 H 0.117
65 H 0.115
66 H 0.109
67 H 0.106
68 H 0.110
69 H 0.114
70 H 0.097
71 H 0.098